Entry from OMol25: a cluster of 4 separate species, C24H45N2O14 in total (ωB97M-V with the def2-TZVPD basis set).

Each line ends with the Löwdin charge.
Atoms and positions in Å:
C: 3.624 2.689 -2.599  -0.118
C: 4.454 1.689 -3.541  -0.222
O: 3.675 0.678 -4.240  -0.165
C: 2.325 0.560 -3.758  -0.205
C: 1.695 -0.729 -4.547  -0.092
O: 0.525 -1.291 -3.883  -0.058
N: -0.485 -0.392 -3.749  -0.092
C: -1.072 0.252 -5.010  -0.045
C: -2.673 -0.084 -5.164  -0.040
C: -2.718 -1.483 -4.362  -0.228
O: -3.995 -2.101 -4.045  0.001
C: -4.016 -3.327 -4.797  -0.192
N: -3.922 -4.336 -5.471  0.175
C: -1.688 -1.127 -3.172  -0.146
C: -2.229 -0.715 -1.719  -0.050
C: -2.540 0.846 -1.515  -0.186
O: -3.837 1.283 -2.024  -0.091
C: -3.671 2.713 -2.236  -0.214
O: -3.276 3.512 -1.356  0.054
H: 2.760 3.229 -3.152  0.082
H: 3.149 2.179 -1.671  0.083
H: 4.321 3.521 -2.209  0.097
H: 4.940 2.348 -4.367  0.135
H: 5.334 1.275 -2.927  0.132
H: 1.638 1.448 -4.064  0.129
H: 2.235 0.296 -2.640  0.144
H: 2.509 -1.556 -4.519  0.167
H: 1.547 -0.485 -5.659  0.137
H: -0.370 0.435 -3.135  0.171
H: -0.554 0.064 -6.010  0.152
H: -1.100 1.366 -4.745  0.145
H: -3.333 0.786 -4.820  0.126
H: -2.811 -0.243 -6.296  0.139
H: -2.109 -2.261 -4.968  0.169
H: -1.208 -2.164 -2.959  0.181
H: -3.240 -1.270 -1.579  0.155
H: -1.565 -1.101 -0.848  0.145
H: -1.738 1.554 -1.935  0.121
H: -2.550 1.030 -0.368  0.149
H: -3.926 3.099 -3.286  0.165
C: -3.046 -0.777 4.402  -0.061
C: -2.192 0.193 3.607  -0.216
O: -0.797 -0.070 3.813  0.036
C: -0.287 -1.089 3.100  -0.586
O: -0.891 -1.780 2.311  0.099
O: 1.008 -1.222 3.434  0.007
C: 1.658 -2.325 2.803  -0.045
H: -2.755 -0.770 5.455  0.087
H: -4.103 -0.515 4.323  0.083
H: -2.917 -1.801 4.042  0.076
H: -2.375 1.211 3.958  0.125
H: -2.440 0.169 2.541  0.109
H: 1.526 -2.296 1.719  0.090
H: 1.279 -3.264 3.213  0.104
H: 2.724 -2.257 3.022  0.097
C: -2.545 5.221 1.749  -0.065
C: -4.025 4.900 1.838  -0.220
O: -4.403 4.627 3.193  0.025
C: -4.598 5.709 3.970  -0.584
O: -4.492 6.861 3.622  0.124
O: -4.909 5.283 5.206  -0.001
C: -5.069 6.336 6.156  -0.044
H: -1.951 4.429 2.214  0.077
H: -2.236 5.332 0.707  0.070
H: -2.310 6.147 2.278  0.079
H: -4.236 3.995 1.263  0.107
H: -4.638 5.701 1.415  0.127
H: -5.779 7.087 5.801  0.098
H: -4.101 6.794 6.371  0.100
H: -5.460 5.902 7.077  0.095
C: 8.205 -5.567 3.178  -0.065
C: 7.014 -4.844 3.777  -0.214
O: 6.164 -4.321 2.747  0.026
C: 5.329 -5.209 2.179  -0.586
O: 5.232 -6.377 2.465  0.127
O: 4.634 -4.571 1.217  -0.013
C: 3.760 -5.421 0.479  -0.051
H: 8.731 -4.921 2.470  0.082
H: 8.901 -5.879 3.960  0.083
H: 7.889 -6.455 2.625  0.077
H: 7.363 -3.989 4.361  0.123
H: 6.450 -5.489 4.457  0.125
H: 3.099 -5.985 1.142  0.098
H: 4.341 -6.098 -0.151  0.101
H: 3.144 -4.791 -0.165  0.086

Output
Net charge: +1
Total energy in a.u.: -2103.833619
Highest occupied orbital energy in eV: -12.28
E_LUMO in eV: -3.241
Frontier orbital gap in eV: 9.0

Entry from OMol25: a structure of composition C24H45N4OPV (ωB97M-V with the def2-TZVPD basis set).

Each line ends with the Löwdin charge.
Atoms and positions in Å:
C: -2.238 -1.885 -0.450  -0.340
N: -2.163 -0.776 0.378  -0.004
C: -3.276 -0.346 1.018  -0.282
C: -4.441 -1.106 1.034  -0.032
C: -4.498 -2.316 0.340  -0.030
C: -3.377 -2.730 -0.350  -0.017
V: -0.466 0.486 0.520  0.803
C: -3.128 0.924 1.791  -0.089
N: -1.679 1.184 2.119  -0.278
C: -1.378 0.540 3.409  -0.221
C: -1.221 -0.971 3.320  -0.055
C: -1.213 -2.109 -1.390  -0.231
P: 0.340 -1.222 -1.383  1.108
C: 0.562 -0.698 -3.174  -0.670
C: 1.008 -1.909 -3.979  -0.080
C: 1.653 -2.335 -0.671  -0.636
C: 3.063 -1.763 -0.936  -0.062
C: 1.418 -2.520 0.844  -0.081
C: 1.470 -3.725 -1.315  -0.066
C: -0.784 -0.216 -3.717  -0.070
C: 1.593 0.430 -3.264  -0.075
C: -1.477 2.651 2.180  -0.212
C: -1.462 3.196 0.762  -0.077
H: -5.284 -0.698 1.594  0.124
H: -5.408 -2.926 0.387  0.131
H: -3.298 -3.681 -0.869  0.120
H: -1.363 -3.037 -1.978  0.102
H: 2.137 -3.265 1.220  0.110
H: 1.599 -1.598 1.418  0.031
H: 0.411 -2.915 1.066  0.094
H: 2.222 -4.406 -0.894  0.109
H: 0.482 -4.141 -1.069  0.088
H: 1.610 -3.734 -2.403  0.070
H: 3.803 -2.477 -0.540  0.104
H: 3.292 -1.651 -2.011  0.077
H: 3.230 -0.804 -0.416  0.078
H: 1.022 -1.639 -5.045  0.109
H: 2.023 -2.227 -3.726  0.077
H: 0.321 -2.758 -3.868  0.091
H: -1.574 -0.963 -3.591  0.081
H: -1.129 0.689 -3.207  0.069
H: -0.706 0.028 -4.786  0.111
H: 2.556 0.150 -2.826  0.071
H: 1.769 0.667 -4.323  0.111
H: 1.253 1.350 -2.771  0.054
H: -3.573 1.769 1.242  0.137
H: -3.712 0.794 2.712  0.142
H: -0.487 1.008 3.862  0.119
H: -2.228 0.793 4.067  0.137
H: -0.534 2.885 2.700  0.129
H: -2.323 3.085 2.745  0.146
H: -1.025 4.205 0.745  0.107
H: -0.862 2.611 0.024  0.030
H: -2.485 3.267 0.359  0.094
H: -0.881 -1.361 4.288  0.102
H: -2.176 -1.460 3.105  0.091
H: -0.484 -1.329 2.587  0.041
H: 0.289 0.252 -1.061  0.022
C: -0.463 4.663 -2.263  -0.114
H: -1.360 4.899 -1.647  0.084
H: -0.652 4.915 -3.319  0.092
H: 0.387 5.291 -1.988  0.087
O: -0.100 3.265 -2.093  -0.198
H: -0.962 2.819 -2.330  0.086
C: 4.016 0.971 3.632  0.003
N: 3.117 1.128 2.519  -0.105
C: 3.299 2.005 1.436  0.010
C: 2.178 1.884 0.661  -0.072
N: 1.319 0.928 1.259  -0.093
C: 1.945 0.489 2.374  -0.130
H: 4.897 1.604 3.444  0.110
H: 3.548 1.271 4.587  0.114
H: 4.334 -0.076 3.764  0.111
H: 4.201 2.608 1.349  0.143
H: 1.880 2.362 -0.272  0.112
H: 1.620 -0.294 3.063  0.150

Output
Net charge: +2
Total energy in a.u.: -2520.543203
Highest occupied orbital energy (alpha / beta) in eV: -12.30 / -12.31
E_LUMO (alpha / beta) in eV: -6.168 / -6.488
Frontier orbital gap (alpha / beta) in eV: 6.1 / 5.8
Multiplicity: 4
Energy relative to the best compared isomer or geometry (same formula, charge and spin) in kcal per mole: 41.6

Entry from OMol25: a structure of composition C24H45NP2PtSi (ωB97M-V with the def2-TZVPD basis set).

Each line ends with the Löwdin charge.
Atoms and positions in Å:
P: -1.413 1.263 -1.112  0.705
P: 0.670 -0.846 0.707  0.775
C: -1.281 -0.541 -1.336  -0.389
C: -0.795 -1.407 -0.186  -0.383
H: -0.733 -0.750 -2.264  0.096
H: -2.326 -0.781 -1.505  0.032
H: -1.606 -1.630 0.518  0.110
H: -0.417 -2.348 -0.570  0.030
C: 2.110 -1.500 -0.180  -0.195
H: 3.008 -1.193 0.374  0.063
H: 2.165 -1.082 -1.194  0.064
H: 2.062 -2.597 -0.235  0.070
C: 0.589 -1.627 2.332  -0.193
H: 0.563 -2.721 2.202  0.082
H: -0.311 -1.305 2.875  0.059
H: 1.482 -1.346 2.905  0.041
C: -1.215 2.089 -2.711  -0.198
H: -1.127 3.173 -2.546  0.059
H: -2.075 1.897 -3.367  0.072
H: -0.299 1.746 -3.208  0.065
C: -3.086 1.607 -0.471  -0.196
H: -3.228 1.118 0.503  0.064
H: -3.868 1.264 -1.163  0.061
H: -3.185 2.692 -0.327  0.061
Pt: 0.224 1.348 0.357  0.777
C: -2.037 -3.915 -1.053  -0.101
C: -0.965 -3.937 -1.871  -0.115
C: -1.049 -4.152 -3.350  -0.163
C: -2.208 -3.395 -4.060  -0.168
C: -2.608 -2.078 -3.463  -0.129
C: -3.634 -1.932 -2.600  -0.141
C: -4.341 -3.073 -1.934  -0.163
C: -3.434 -4.255 -1.484  -0.165
C: -0.022 3.420 0.214  -0.211
H: -1.923 -3.798 0.031  0.108
H: 0.063 -3.959 -1.487  0.106
H: -1.163 -5.225 -3.587  0.132
H: -0.090 -3.849 -3.799  0.114
H: -1.874 -3.208 -5.092  0.120
H: -3.075 -4.068 -4.131  0.115
H: -2.071 -1.211 -3.861  0.108
H: -4.091 -0.954 -2.409  0.102
H: -5.123 -3.493 -2.594  0.132
H: -4.875 -2.679 -1.054  0.116
H: -3.936 -4.713 -0.617  0.123
H: -3.428 -5.019 -2.275  0.116
H: 0.056 3.830 1.226  -0.006
H: -0.966 3.724 -0.257  -0.006
H: 0.829 3.766 -0.388  0.028
C: -0.515 1.811 3.569  -0.169
Si: 1.330 2.049 3.338  0.414
C: 1.688 3.855 3.698  -0.141
C: 2.257 0.944 4.534  -0.143
N: 1.807 1.702 1.662  -0.173
C: 3.050 1.999 1.157  -0.334
C: 3.295 1.965 -0.234  -0.041
C: 4.517 2.384 -0.752  -0.037
C: 5.535 2.832 0.098  -0.015
C: 5.332 2.816 1.485  -0.025
C: 4.120 2.390 2.015  -0.009
H: -0.757 2.168 4.584  0.060
H: -0.822 0.760 3.494  0.013
H: -1.102 2.403 2.854  0.023
H: 1.367 4.088 4.724  0.058
H: 2.753 4.106 3.613  0.037
H: 1.134 4.511 3.014  0.035
H: 1.954 -0.108 4.453  0.018
H: 3.347 0.985 4.414  0.036
H: 2.028 1.274 5.559  0.060
H: 2.490 1.635 -0.905  0.086
H: 4.672 2.365 -1.828  0.121
H: 6.483 3.194 -0.313  0.131
H: 6.118 3.142 2.161  0.127
H: 3.975 2.383 3.099  0.084

Output
Net charge: +2
Total energy in a.u.: -2087.023798
Highest occupied orbital energy (alpha / beta) in eV: -10.06 / -14.03
E_LUMO (alpha / beta) in eV: -5.032 / -9.457
Frontier orbital gap (alpha / beta) in eV: 5.0 / 4.6
Multiplicity: 5